Entry from the OMol25 dataset: 2 unconnected molecules or ions with the total composition C15H19Br2F5N3 at a distorted geometry (the ωB97M-V functional and the def2-TZVPD basis).

Output
HOMO energy: -10.769 eV
molar mass: 496.14 g/mol
strongest force on any atom: 5.14 eV/A

Structure (ORCA input):
```
! wB97M-V def2-TZVPD RIJCOSX def2/J DEFGRID3
* xyz 1 1
C 1.03761 -0.66116 4.36785
C 1.68331 -0.76982 3.11049
N 0.99988 -1.59894 2.08922
C 1.12817 -0.88462 0.77611
C -0.21770 -0.90482 -0.11493
C -1.45774 -0.17319 0.56697
F -2.48739 -0.07532 -0.43549
Br -2.29414 -1.25570 2.03633
C -1.16597 1.33099 1.03712
F -2.43055 1.91745 1.33168
F -0.40941 1.40737 2.23438
Br -0.39156 2.34526 -0.46687
C 1.49559 -2.95691 2.04197
N 2.23524 -3.44232 3.22307
N 1.29312 -3.80360 1.04297
C 1.75980 -5.21366 0.97203
C 3.33164 -5.35510 0.61072
F 1.39467 -5.99610 2.11109
H 1.39388 0.01426 5.20242
H 0.13723 -1.32758 4.58276
H 2.67587 -0.22555 2.95125
H 1.99673 -1.30628 0.16033
H 1.37677 0.22224 0.94746
H -0.57084 -1.96758 -0.36647
H 0.04271 -0.43292 -1.12937
H 1.69292 -3.29443 4.08026
H 3.17063 -3.02242 3.26580
H 0.74624 -3.46089 0.23227
H 1.21641 -5.70548 0.08688
H 3.99016 -5.23761 1.52709
H 3.42865 -6.39817 0.13801
H 3.54708 -4.61652 -0.22631
F -1.28393 7.24495 -5.29588
C -1.90354 6.24623 -4.65075
C -1.50828 5.91972 -3.36340
C -2.15455 4.88693 -2.69244
C -3.18094 4.18589 -3.32035
C -3.56563 4.51991 -4.61535
C -2.92753 5.55953 -5.28303
H -0.70205 6.47121 -2.89416
H -1.85873 4.62780 -1.68139
H -3.68161 3.37737 -2.79749
H -4.36237 3.97061 -5.10465
H -3.21985 5.83898 -6.28814
*
```

Mulliken atomic charge list, values in e, 6 entries: atom 1 (C): -0.70, atom 2 (C): -0.36, atom 3 (N): 0.68, atom 4 (C): -0.89, atom 5 (C): -0.66, atom 6 (C): 0.20

=====

Entry from the OMol25 dataset: C15H19BrN6O3 in the gas phase at a distorted geometry (the ωB97M-V functional and the def2-TZVPD basis).

Output
HOMO energy: -8.648 eV
molar mass: 411.26 g/mol
strongest force on any atom: 1.39 eV/A
structure (SMILES): Cc1nn(C[C@H](O)Cn2cnc3c2c(=O)n(C)c(=O)n3C)c(C)c1Br

Structure (ORCA input):
```
! wB97M-V def2-TZVPD RIJCOSX def2/J DEFGRID3
* xyz 0 1
C 4.68345 2.16907 0.49341
C 3.65088 1.27636 -0.08608
N 2.59733 1.72219 -0.74629
N 1.87970 0.65195 -1.12275
C 2.44760 -0.50459 -0.71755
C 3.59790 -0.12758 -0.04469
Br 4.85162 -1.27731 0.77177
C 1.89505 -1.85091 -0.99082
H 1.97712 -2.08893 -2.05159
H 2.45313 -2.59343 -0.42602
H 0.84413 -1.90705 -0.71160
C 0.65000 0.83963 -1.84658
H 0.87097 1.17492 -2.86567
H 0.11056 -0.10734 -1.87652
C -0.21867 1.90870 -1.15781
O 0.35027 3.17839 -1.24803
H 1.29924 3.08526 -1.03129
H -1.17608 1.96656 -1.69021
C -0.49849 1.51148 0.32274
N -1.90406 1.42850 0.59714
C -2.71116 2.36868 1.12030
N -3.97070 1.99742 1.20015
C -3.99155 0.74662 0.69170
C -2.71756 0.35782 0.29736
C -2.45136 -0.92280 -0.27408
O -1.36707 -1.34076 -0.65597
N -3.60888 -1.68840 -0.36450
C -4.89826 -1.33116 0.02231
O -5.82242 -2.10090 -0.11418
N -5.06609 -0.07300 0.55884
C -6.37647 0.36947 0.98329
H -6.35716 0.60414 2.04703
H -7.08064 -0.43572 0.78526
H -6.65730 1.26507 0.43024
C -3.49479 -3.02531 -0.92490
H -2.45130 -3.18907 -1.18206
H -3.82695 -3.76100 -0.19329
H -4.12332 -3.10865 -1.81088
H -2.35418 3.32553 1.44444
H -0.05928 2.26955 0.97527
H -0.05463 0.53875 0.54520
H 4.43368 3.20489 0.28374
H 5.65920 1.93991 0.06672
H 4.74651 2.02189 1.57114
*
```

Mulliken atomic charge list, values in e, 6 entries: atom 1 (C): -1.30, atom 2 (C): 0.92, atom 3 (N): -1.19, atom 4 (N): 0.77, atom 5 (C): 1.19, atom 6 (C): -0.67